#A
The molecule C24H23N3O4S. Source: the Open Molecules 2025 dataset; level of theory: the ωB97M-V functional and the def2-TZVPD basis.

Last column: Mulliken charge in e.
Geometry (Å):
1 C -0.5747 3.0034 2.3947  -1.687
2 C 0.2731 1.7650 2.2580  0.928
3 O 1.4405 1.7520 2.5766  -0.589
4 C -0.3985 0.5466 1.7217  0.618
5 C -1.7770 0.4602 1.5312  -0.460
6 C -2.3398 -0.7075 1.0471  -1.004
7 C -1.5266 -1.7811 0.7396  0.370
8 S -2.2633 -3.3319 0.1921  1.269
9 O -1.2831 -4.3635 0.3619  -0.752
10 O -3.5354 -3.4514 0.8372  -0.715
11 N -2.5741 -3.2612 -1.4431  0.106
12 C -1.4466 -3.3131 -2.3324  -1.046
13 C -0.7879 -1.9269 -2.4926  -0.540
14 N -1.7942 -0.8926 -2.3648  0.171
15 C -1.6029 0.3742 -1.8985  0.306
16 O -2.5441 1.1480 -1.7905  -0.723
17 C -0.2367 0.7666 -1.5210  -0.206
18 C 0.0264 2.0184 -1.1293  -0.693
19 C 1.3162 2.4211 -0.5980  0.660
20 C 1.5420 3.7682 -0.2237  -0.671
21 C 2.7258 4.1038 0.3682  -0.864
22 C 3.6937 3.1043 0.5952  1.343
23 C 4.9285 3.3473 1.2251  -0.854
24 C 5.8193 2.3279 1.4156  -0.505
25 C 5.5164 1.0256 0.9832  -0.634
26 C 4.3284 0.7552 0.3667  -0.395
27 C 3.3839 1.7846 0.1598  -0.215
28 N 2.2186 1.4783 -0.4264  -0.221
29 C -3.1214 -1.2843 -2.7884  -0.841
30 C -3.6563 -2.4140 -1.8953  -0.655
31 C -0.1576 -1.7170 0.9268  -0.470
32 C 0.4046 -0.5548 1.4194  -0.753
33 H -1.3010 2.8560 3.1921  0.483
34 H -1.1090 3.2081 1.4711  0.375
35 H 0.0611 3.8472 2.6509  0.365
36 H -2.4231 1.2893 1.7686  0.414
37 H -3.4074 -0.7987 0.9290  0.415
38 H -1.7930 -3.6958 -3.2970  0.348
39 H -0.7395 -4.0252 -1.9074  0.428
40 H -0.2926 -1.8611 -3.4713  0.489
41 H -0.0355 -1.8042 -1.7139  0.284
42 H 0.5681 0.0525 -1.5146  0.691
43 H -0.7603 2.7605 -1.1613  0.445
44 H 0.7742 4.5055 -0.4046  0.485
45 H 2.9305 5.1201 0.6767  0.431
46 H 5.1552 4.3507 1.5574  0.378
47 H 6.7646 2.5157 1.9032  0.391
48 H 6.2358 0.2366 1.1476  0.388
49 H 4.0773 -0.2389 0.0304  0.477
50 H -3.0728 -1.6180 -3.8308  0.383
51 H -3.7605 -0.4024 -2.7253  0.384
52 H -4.3769 -3.0217 -2.4552  0.326
53 H -4.1574 -2.0294 -1.0080  0.319
54 H 0.4381 -2.5909 0.7119  0.581
55 H 1.4687 -0.4701 1.5795  0.443

The SMILES is CC(=O)c1ccc(S(=O)(=O)N2CCN(C(=O)/C=C/c3ccc4ccccc4n3)CC2)cc1. The calculation puts the HOMO energy at -8.68 eV.

***

#B
The molecule C24H23N3O4S. Source: the Open Molecules 2025 dataset; level of theory: the ωB97M-V functional and the def2-TZVPD basis.

Last column: Mulliken charge in e.
Geometry (Å):
1 C -4.2791 -0.4890 -0.7733  -1.729
2 C -2.7989 -0.5522 -0.9888  1.018
3 C -2.2504 -0.2675 -2.2349  -0.557
4 C -0.8846 -0.3448 -2.4407  -1.153
5 C -0.0401 -0.7131 -1.4074  -0.847
6 C -0.5701 -0.9982 -0.1526  1.531
7 C 0.2844 -1.2679 1.0414  0.095
8 O -0.0730 -0.9545 2.1609  -0.736
9 N 1.4629 -1.9006 0.7953  0.001
10 C 2.5489 -1.7963 1.7422  -0.279
11 C 3.2928 -0.4745 1.5314  0.198
12 O 3.9168 0.1059 2.3733  -0.653
13 O 3.1462 -0.0516 0.2656  -0.166
14 C 3.3294 1.3364 -0.0090  -0.920
15 C 1.9422 1.8709 -0.2549  1.035
16 C 1.5030 2.3067 -1.4679  -1.209
17 C 0.1263 2.6475 -1.6893  0.669
18 O -0.3588 3.0323 -2.7318  -0.671
19 N -0.6784 2.4677 -0.5313  0.347
20 C -0.1232 2.0417 0.6422  0.281
21 N 1.1255 1.7576 0.8144  -0.383
22 S -1.2728 1.8959 1.9268  -0.213
23 C -2.5420 2.4207 0.8401  0.853
24 C -3.8861 2.5794 1.1332  -0.528
25 C -4.7351 2.9998 0.1265  -0.514
26 C -4.2489 3.2536 -1.1507  -0.798
27 C -2.9088 3.0977 -1.4514  -0.548
28 C -2.0490 2.6791 -0.4452  -0.324
29 C 3.5077 -2.9991 1.6936  0.525
30 C 2.7755 -4.2655 2.1286  -1.534
31 C 4.1245 -3.1805 0.3076  -1.540
32 C -1.9451 -0.9066 0.0437  -0.434
33 H -4.7172 0.3299 -1.3397  0.378
34 H -4.5121 -0.3551 0.2798  0.354
35 H -4.7408 -1.4178 -1.1094  0.418
36 H -2.8983 0.0283 -3.0468  0.400
37 H -0.4736 -0.1023 -3.4092  0.370
38 H 1.0272 -0.7304 -1.5772  0.281
39 H 1.7344 -2.0373 -0.1655  0.330
40 H 2.0958 -1.7332 2.7389  0.650
41 H 3.7922 1.8143 0.8605  0.391
42 H 3.9653 1.4322 -0.8905  0.356
43 H 2.1621 2.3943 -2.3157  0.390
44 H -4.2493 2.3780 2.1277  0.444
45 H -5.7856 3.1301 0.3360  0.406
46 H -4.9267 3.5807 -1.9242  0.398
47 H -2.5224 3.2942 -2.4372  0.571
48 H 4.3092 -2.7842 2.4079  0.410
49 H 2.4030 -4.1634 3.1443  0.378
50 H 3.4464 -5.1201 2.0902  0.446
51 H 1.9306 -4.4566 1.4711  0.307
52 H 4.9101 -3.9313 0.3497  0.484
53 H 3.3795 -3.5190 -0.4096  0.281
54 H 4.5608 -2.2510 -0.0503  0.339
55 H -2.3322 -1.1111 1.0316  0.400

The SMILES is Cc1cccc(C(=O)N[C@H](C(=O)OCc2cc(=O)n3c(n2)sc2ccccc23)C(C)C)c1. The calculation puts the HOMO energy at -8.36 eV.

***

Least stable = #A

***

#A
A cluster of 2 separate species, C4H11N2O in total. Source: the Open Molecules 2025 dataset; level of theory: the ωB97M-V functional and the def2-TZVPD basis.

Last column: Mulliken charge in e.
Geometry (Å):
1 C -2.4153 -0.7806 0.4855  -1.245
2 N 1.9011 -1.0100 -0.7221  -0.920
3 C 1.9541 -0.1077 0.2916  -0.199
4 O 3.4395 0.0125 0.8148  -0.514
5 C -1.7968 0.5584 0.2673  0.258
6 C -1.2968 -0.2625 -0.9582  -1.495
7 N -2.2963 1.8055 -0.1250  -0.939
8 H -3.3744 -0.9901 -0.0165  0.395
9 H -2.0466 -1.6695 1.1077  0.415
10 H 2.3969 -0.6885 -1.4985  0.091
11 H 1.6876 0.9205 0.0422  0.102
12 H 1.4913 -0.5679 1.2208  0.106
13 H -0.9507 0.6541 0.9963  0.200
14 H -2.0306 -0.4750 -1.7488  0.511
15 H -0.5370 -0.9338 -0.5822  0.412
16 H -0.6979 0.4445 -1.4553  0.383
17 H 3.6983 -0.7963 0.3178  0.389
18 H -3.0578 1.9878 0.5111  0.050

The expectation value of S² is 0.755. As for the multiplicity: 2. The calculation puts the HOMO energy (alpha / beta) at 2.01 / 1.28 eV. Its charge is -2.

***

#B
A cluster of 2 separate species, C4H11N2O in total. Source: the Open Molecules 2025 dataset; level of theory: the ωB97M-V functional and the def2-TZVPD basis.

Last column: Mulliken charge in e.
Geometry (Å):
1 C -0.3768 0.7354 0.3770  -0.520
2 O 0.8598 0.2853 -0.0509  -0.216
3 C -0.3124 1.0124 1.8969  -2.773
4 N -1.5189 1.6207 2.4487  -0.958
5 H -0.6937 1.6808 -0.1125  0.170
6 H -1.1865 0.0056 0.1965  0.112
7 H -0.1225 0.0263 2.3236  0.532
8 H 0.5987 1.6006 2.0346  -0.361
9 H -1.5470 1.5540 3.4695  1.304
10 H -1.5127 2.6174 2.2157  0.962
11 C 0.6446 -0.2594 -1.9162  -0.682
12 C 0.1482 -1.5328 -1.9922  -0.078
13 N 0.9505 -2.6775 -1.5434  -0.754
14 H 1.7281 -0.1190 -1.9773  0.124
15 H 0.0969 0.6126 -2.2587  0.296
16 H -0.8268 -1.8782 -2.3129  0.348
17 H 1.3313 -2.4909 -0.6217  0.303
18 H 1.7393 -2.7932 -2.1768  0.191

The expectation value of S² is 0.751. As for the multiplicity: 2. The calculation puts the HOMO energy (alpha / beta) at 4.36 / 0.65 eV. Its charge is -2.

***

Least stable = #A

***

#A
A structure of composition CH2N2S2. Source: the Open Molecules 2025 dataset; level of theory: the ωB97M-V functional and the def2-TZVPD basis.

Last column: Mulliken charge in e.
Geometry (Å):
1 C -0.3355 0.0274 -0.2593  0.333
2 N 1.5769 0.2816 -0.4021  -0.252
3 N -0.5992 -0.9046 0.6485  -0.380
4 S -1.2425 1.0769 -1.0591  -0.283
5 S 1.8879 1.5297 -1.2282  0.059
6 H 0.2157 -1.1144 1.2270  0.270
7 H -1.5034 -0.8966 1.0732  0.253

The calculation puts the HOMO energy at -8.18 eV.

***

#B
A structure of composition CH2N2S2. Source: the Open Molecules 2025 dataset; level of theory: the ωB97M-V functional and the def2-TZVPD basis.

Last column: Mulliken charge in e.
Geometry (Å):
1 C 1.5026 -0.3540 -0.2052  0.239
2 N 2.5154 -0.8647 -0.3856  -0.345
3 N -0.3272 0.0889 0.0417  -0.165
4 S -0.3631 1.7902 -0.4796  -0.047
5 S -1.2212 -1.2173 -0.4730  -0.029
6 H -0.6194 2.3683 0.7498  0.176
7 H -1.4870 -1.8113 0.7519  0.171

The calculation puts the HOMO energy at -10.28 eV.

***

Least stable = #B

***

#A
A cluster of 2 separate species, C3H8O2Si in total. Source: the Open Molecules 2025 dataset; level of theory: the ωB97M-V functional and the def2-TZVPD basis.

Last column: Mulliken charge in e.
Geometry (Å):
1 O -0.8316 -0.0277 -2.8024  -0.490
2 Si -0.8108 -1.3727 -2.2008  0.560
3 O -1.6100 -1.8423 -0.9382  -0.378
4 H 0.1779 -2.3937 -2.5793  -0.056
5 H -2.4799 -1.9950 -0.5869  0.348
6 C 0.9653 0.9455 -0.3008  -0.717
7 C 0.2175 0.6267 0.7399  0.413
8 C 0.5178 0.9332 2.1702  -0.896
9 H 0.6615 0.6749 -1.3020  0.072
10 H 1.8290 1.6124 -0.3267  0.226
11 H -0.6569 0.0103 0.5401  0.216
12 H -0.2504 1.3833 2.8718  0.279
13 H 0.7777 -0.1707 2.4783  0.190
14 H 1.4928 1.6158 2.2368  0.234

The SMILES is O=[SiH]O.C=CC. The calculation puts the HOMO energy at -9.41 eV.

***

#B
A structure of composition C3H8O2Si. Source: the Open Molecules 2025 dataset; level of theory: the ωB97M-V functional and the def2-TZVPD basis.

Last column: Mulliken charge in e.
Geometry (Å):
1 C -0.5346 -0.7482 0.8967  -0.514
2 C 0.1358 0.6265 0.6358  0.440
3 C 1.5480 0.2467 0.2463  -1.368
4 O -1.2282 -1.2023 -0.3805  -0.267
5 O -0.4990 1.1956 -0.4768  -0.370
6 Si -1.3292 0.1101 -1.3162  0.486
7 H 0.2113 -1.5768 0.9744  0.298
8 H -1.1137 -0.6640 1.8422  0.274
9 H 0.0329 1.2299 1.4784  0.420
10 H 2.2595 0.0988 1.0411  0.345
11 H 2.0890 0.8528 -0.5799  0.289
12 H 1.5292 -0.6877 -0.3187  0.354
13 H -0.5489 -0.0982 -2.4758  -0.172
14 H -2.5523 0.6169 -1.5670  -0.213

The calculation puts the HOMO energy at -10.43 eV.

***

Least stable = #A